(1)
Molecular formula: C5H14O2
Method: DFT, wB97M-V/def2-TZVPD

Element x y z (Å)
1 H 0.33 1.89 2.01
2 O -3.09 -0.38 -0.15
3 H 0.01 0.65 -2.10
4 H 1.45 2.42 0.74
5 H 1.57 0.79 1.37
6 H -1.73 -1.96 -0.32
7 H -0.91 1.76 -0.10
8 H 0.09 -1.01 0.60
9 C -0.72 -0.26 0.51
10 H 2.64 -1.98 -0.19
11 H 1.45 0.13 -1.15
12 H -1.14 -0.14 1.52
13 H 4.17 -1.79 -0.05
14 H -3.63 -1.15 0.06
15 C -0.08 1.06 0.04
16 O 3.33 -1.52 0.35
17 C -1.76 -0.87 -0.41
18 C 0.87 1.58 1.12
19 H -1.52 -0.67 -1.45
20 H 1.20 1.83 -1.49
21 C 0.68 0.89 -1.28

Calculated values
Energy   -9505.80965 eV
Energy relative to the best compared isomer or geometry (same formula, charge and spin)   1.2 kcal/mol
LUMO level (alpha / beta)   3.40 / 3.33 eV
Multiplicity   2
Expectation value of S²   0.75
Net charge   -1
Largest force on an atom   0.01862 hartree/bohr
Orbital gap (alpha / beta)   2.42 / 10.14 eV
HOMO level (alpha / beta)   0.9765 / -6.8047 eV

***

(2)
Molecular formula: C5H14O2
Method: DFT, wB97M-V/def2-TZVPD

Element x y z (Å)
1 H -1.17 -1.12 1.87
2 H -2.77 -0.03 -2.75
3 H 0.79 2.96 2.83
4 H -0.62 1.33 1.25
5 O 1.62 3.43 2.80
6 H -1.90 0.47 0.42
7 H 1.05 0.38 -1.30
8 H -1.47 0.14 -1.94
9 C -0.01 -0.47 0.22
10 C 0.79 -0.57 -0.85
11 H 1.41 4.20 2.25
12 H 2.34 -1.87 -1.80
13 H -0.02 -2.42 1.35
14 H -0.83 1.42 -0.57
15 H 0.80 -1.90 -2.45
16 C -0.21 -1.35 1.42
17 H 0.56 -1.01 2.12
18 C 1.30 -1.84 -1.47
19 H 1.04 -2.73 -0.90
20 C -0.86 0.80 0.32
21 O -1.82 0.16 -2.82

Calculated values
Structure (SMILES)   CC=C(C)C.O.O
Energy   -9505.97474 eV
Energy relative to the best compared isomer or geometry (same formula, charge and spin)   23.6 kcal/mol
LUMO level   0.63 eV
Largest force on an atom   0.02631 hartree/bohr
Orbital gap   9.36 eV
HOMO level   -8.7330 eV

***

(3)
Molecular formula: C5H14O2
Method: DFT, wB97M-V/def2-TZVPD

Element x y z (Å)
1 H 0.97 1.57 -2.57
2 C -1.11 -0.35 -0.44
3 C -0.29 -0.57 1.87
4 H 0.47 2.53 -1.43
5 H -1.08 0.12 2.12
6 H 0.68 0.45 3.51
7 H 0.63 -1.34 0.05
8 H -0.61 -1.59 2.10
9 O 0.24 2.12 -2.26
10 C 0.10 -0.46 0.37
11 H -0.07 -1.23 -2.94
12 H 1.44 -1.58 -3.10
13 H 1.17 -1.20 3.36
14 C -1.64 0.90 -0.76
15 H -1.24 1.83 -0.37
16 C 0.96 -0.32 2.76
17 H 1.80 0.14 2.25
18 H 0.80 0.37 0.25
19 H -2.42 1.03 -1.50
20 O 0.79 -1.17 -2.52
21 H -1.59 -1.26 -0.77

Calculated values
Energy   -9497.23612 eV
Energy relative to the best compared isomer or geometry (same formula, charge and spin)   22.6 kcal/mol
LUMO level (alpha / beta)   -4.43 / -8.18 eV
Multiplicity   2
Expectation value of S²   0.75
Net charge   +1
Largest force on an atom   0.02969 hartree/bohr
Orbital gap (alpha / beta)   10.85 / 7.33 eV
HOMO level (alpha / beta)   -15.2748 / -15.5126 eV

***

(4)
Molecular formula: C5H14O2
Method: DFT, wB97M-V/def2-TZVPD

Element x y z (Å)
1 H -2.39 0.19 -0.01
2 H 1.85 2.83 0.52
3 H 0.91 0.39 0.59
4 O 2.79 -1.54 -0.62
5 H -1.80 -2.70 -0.42
6 H -0.34 0.46 1.71
7 C -1.57 -0.05 -0.71
8 C -0.92 1.24 -1.23
9 H 2.40 -1.99 0.14
10 H 2.24 -1.68 -1.39
11 C -1.01 -2.27 0.19
12 H 0.87 3.37 1.66
13 C 0.20 -0.26 1.09
14 H -1.53 1.62 -2.04
15 H -2.05 -0.62 -1.51
16 H 0.86 -0.93 1.64
17 H -0.95 2.03 -0.49
18 O 1.54 2.71 1.43
19 H -0.49 -3.01 0.81
20 C -0.72 -0.89 0.16
21 H 0.12 1.09 -1.51

Calculated values
Energy   -9497.43780 eV
Energy relative to the best compared isomer or geometry (same formula, charge and spin)   18.0 kcal/mol
LUMO level (alpha / beta)   -4.72 / -8.36 eV
Multiplicity   2
Expectation value of S²   0.75
Net charge   +1
Largest force on an atom   0.01862 hartree/bohr
Orbital gap (alpha / beta)   10.12 / 6.48 eV
HOMO level (alpha / beta)   -14.8408 / -14.8408 eV